Record 1
{"formula": "C37H25N8RhSi", "method": "ωB97M-V/def2-TZVPD", "multiplicity": 5, "e_tot_ha": -2263.03883, "s_squared": 6.030, "charge": 0, "elements": ["Rh", "C", "C", "C", "C", "C", "N", "C", "C", "C", "C", "C", "C", "C", "C", "N", "C", "N", "C", "N", "C", "N", "C", "N", "C", "N", "C", "C", "C", "C", "C", "C", "C", "C", "C", "C", "C", "C", "C", "C", "N", "H", "H", "H", "H", "H", "H", "H", "H", "H", "H", "H", "H", "H", "H", "H", "H", "C", "Si", "C", "C", "C", "C", "H", "H", "H", "H", "H", "H", "H", "H", "H"], "xyz": [[1.285722, 0.393276, 0.062363], [-2.170478, 5.088949, 2.766111], [-2.259343, 5.576355, 1.461531], [-1.508031, 5.036099, 0.431622], [-0.647912, 3.989168, 0.732399], [0.189589, 3.139647, -0.070656], [0.450086, 3.298547, -1.351601], [1.022917, 2.397314, -2.123676], [1.363008, 2.575356, -3.509025], [1.346756, 3.682201, -4.345259], [1.723794, 3.501828, -5.665047], [2.118128, 2.252315, -6.143203], [2.149547, 1.141969, -5.316982], [1.764948, 1.306412, -3.994260], [1.658136, 0.391028, -2.891110], [1.779767, -0.918803, -2.964847], [1.732618, -1.739577, -1.936050], [1.842969, -1.361089, -0.614341], [1.852341, -2.493025, 0.169004], [2.010055, -2.539022, 1.474910], [1.900932, -1.506634, 2.280525], [1.494032, -0.246692, 1.908083], [1.250325, 0.487186, 3.044805], [0.654688, 1.658335, 3.082089], [0.300362, 2.357292, 2.025000], [0.709848, 2.143289, 0.728058], [-0.568350, 3.494546, 2.056874], [-1.324814, 4.041078, 3.081203], [1.594938, -0.299829, 4.196642], [1.553337, -0.040268, 5.558448], [1.934823, -1.053168, 6.421985], [2.342854, -2.298908, 5.944255], [2.383084, -2.571792, 4.587383], [2.009061, -1.562826, 3.712165], [1.675085, -3.640474, -0.667843], [1.485686, -4.977705, -0.358222], [1.205595, -5.844368, -1.398731], [1.115964, -5.386037, -2.713738], [1.302223, -4.051537, -3.032356], [1.591107, -3.169221, -2.000590], [1.266983, 1.090220, -1.772891], [-2.791161, 5.523662, 3.534717], [-2.939271, 6.388740, 1.252004], [-1.608014, 5.388624, -0.582384], [1.048140, 4.648945, -3.972324], [1.716488, 4.344771, -6.340765], [2.408043, 2.153465, -7.179244], [2.460697, 0.176433, -5.682926], [-1.257037, 3.634463, 4.077831], [1.223710, 0.920814, 5.920489], [1.908478, -0.882563, 7.488307], [2.623189, -3.066520, 6.650776], [2.684791, -3.536466, 4.210823], [1.534638, -5.305172, 0.668281], [1.025809, -6.888033, -1.190492], [0.882959, -6.090929, -3.497972], [1.189153, -3.694141, -4.043394], [-3.580916, -2.582118, -1.416300], [-3.479735, -1.067123, -0.261199], [-4.509450, 0.371379, -0.975380], [-4.113630, -1.525020, 1.478020], [-1.707819, -0.530383, -0.130871], [-0.558705, -0.174637, -0.039703], [-4.609512, -2.920244, -1.510438], [-2.992609, -3.414545, -1.041711], [-3.216266, -2.353745, -2.413212], [-5.554489, 0.085393, -1.061808], [-4.164721, 0.662067, -1.963126], [-4.459852, 1.253791, -0.344389], [-5.151550, -1.844220, 1.434599], [-4.055885, -0.683193, 2.161305], [-3.537852, -2.334930, 1.915457]], "atomic_forces_ev_per_a": [[-1.743, -0.571, -0.088], [0.119, -0.221, 0.276], [0.081, 0.065, -0.371], [-0.055, 0.091, -0.035], [-0.043, -0.318, 0.691], [0.243, 0.194, -1.181], [-0.430, 0.769, 0.038], [-0.176, -0.279, 0.632], [0.312, -0.522, -0.489], [-0.045, -0.066, 0.049], [-0.029, 0.136, 0.059], [0.060, -0.132, -0.042], [-0.061, -0.019, 0.070], [-0.103, 0.782, -0.008], [-0.169, -0.336, 0.618], [0.028, -0.673, -0.526], [0.069, 0.714, -0.960], [0.286, 0.646, 0.211], [0.243, -0.224, 1.118], [0.031, -0.741, 0.045], [-0.271, 0.030, -0.748], [0.306, -0.295, 1.067], [-0.330, 0.275, -0.652], [-0.364, 0.475, 0.494], [0.330, -0.454, 1.051], [0.601, -0.368, -0.166], [-0.026, 0.191, -0.657], [-0.078, 0.122, 0.052], [0.396, -0.783, 0.088], [-0.037, 0.021, -0.130], [-0.045, 0.091, 0.036], [0.019, -0.099, -0.038], [-0.050, 0.049, -0.122], [-0.057, 0.621, 0.634], [-0.051, 0.289, -0.613], [0.002, -0.153, -0.044], [0.045, 0.028, 0.373], [0.029, 0.228, -0.314], [-0.017, -0.063, -0.099], [-0.057, -0.239, 0.714], [0.105, 0.447, -1.073], [-0.032, 0.066, 0.081], [-0.062, 0.053, -0.039], [0.032, 0.096, -0.113], [-0.060, 0.108, 0.047], [0.003, 0.060, -0.036], [0.025, -0.013, -0.064], [0.015, -0.121, -0.043], [-0.020, -0.011, 0.123], [-0.025, 0.104, 0.062], [0.007, 0.024, 0.072], [0.034, -0.051, 0.040], [0.045, -0.112, -0.022], [0.005, -0.081, 0.095], [0.026, -0.109, 0.014], [-0.033, -0.037, -0.075], [0.056, 0.025, -0.137], [0.112, 0.574, 0.429], [-0.532, -0.159, -0.030], [0.442, -0.512, 0.266], [0.277, 0.181, -0.643], [-0.828, -0.249, -0.051], [1.404, 0.444, 0.049], [-0.198, -0.001, 0.034], [0.123, -0.095, 0.152], [0.074, 0.140, -0.149], [-0.160, -0.117, 0.018], [0.128, -0.028, -0.171], [0.059, 0.102, 0.181], [-0.181, -0.043, -0.080], [0.040, 0.210, 0.045], [0.154, -0.153, -0.010]]}

Record 2
{"formula": "C34H24AsF6MgNO4S2", "method": "ωB97M-V/def2-TZVPD", "relative_energy_ev": 0.0000, "charge": 0, "elements": ["Mg", "F", "C", "F", "F", "S", "O", "O", "N", "S", "O", "O", "C", "F", "F", "F", "C", "C", "C", "C", "C", "C", "C", "C", "C", "C", "C", "C", "C", "C", "H", "H", "H", "H", "H", "H", "H", "H", "H", "H", "H", "C", "C", "C", "C", "C", "C", "As", "C", "C", "C", "C", "C", "C", "C", "C", "C", "C", "C", "C", "H", "H", "H", "H", "H", "H", "H", "H", "H", "H", "H", "H", "H"], "xyz": [[-13.920883, -6.350539, -15.104498], [-15.760230, -7.833076, -16.699460], [-15.411429, -9.125306, -16.267250], [-15.093500, -9.830750, -17.353847], [-16.440492, -9.605671, -15.621554], [-13.930642, -9.094499, -15.056755], [-14.456974, -8.039468, -14.128312], [-13.740309, -10.375362, -14.456521], [-12.543715, -8.491873, -15.704368], [-12.294623, -7.714495, -17.092768], [-12.632145, -8.411488, -18.307724], [-12.831216, -6.334457, -16.808139], [-10.408808, -7.641629, -17.056888], [-9.982622, -6.812800, -18.060128], [-9.917588, -7.151145, -15.884157], [-9.903279, -8.900668, -17.232467], [-19.674477, -3.271884, -17.716403], [-18.974239, -4.287036, -18.430000], [-17.725629, -4.688358, -17.957538], [-17.226297, -4.157797, -16.760513], [-17.954643, -3.171616, -16.070395], [-19.136224, -2.714714, -16.577783], [-15.954930, -4.794494, -16.351662], [-15.567132, -5.030304, -15.091532], [-16.416015, -4.896772, -13.974221], [-17.762599, -5.366136, -13.926901], [-18.546491, -5.267809, -12.806921], [-17.938399, -4.915254, -11.568785], [-16.658201, -4.381367, -11.602267], [-15.920948, -4.401317, -12.758885], [-20.643351, -2.937195, -18.127280], [-19.373301, -4.720129, -19.373180], [-17.145723, -5.479245, -18.491014], [-17.525211, -2.789776, -15.134608], [-19.678076, -1.915379, -16.050481], [-15.408558, -5.160347, -17.245963], [-18.182601, -5.822065, -14.842789], [-19.618159, -5.516402, -12.817895], [-18.493839, -4.977238, -10.615072], [-16.246109, -3.917981, -10.692615], [-14.913338, -3.993337, -12.727679], [-6.639323, -5.777642, -12.515271], [-7.263568, -6.930475, -12.014576], [-8.618943, -7.108076, -12.070319], [-9.439529, -6.126752, -12.643292], [-8.844905, -4.934642, -13.076462], [-7.447540, -4.769308, -13.010422], [-11.400068, -6.407121, -12.887029], [-11.868730, -7.971827, -11.796294], [-11.591859, -9.301194, -12.159450], [-12.017657, -10.336488, -11.310035], [-12.692368, -10.041564, -10.098215], [-13.000983, -8.730205, -9.807895], [-12.560159, -7.678953, -10.636169], [-12.766914, -6.252470, -10.402814], [-13.550639, -5.691215, -9.357994], [-13.647444, -4.317358, -9.210126], [-12.926800, -3.479007, -10.080126], [-12.167207, -4.005870, -11.107884], [-12.135508, -5.395771, -11.324997], [-5.534204, -5.611441, -12.443885], [-6.624267, -7.714082, -11.580353], [-9.086643, -8.004291, -11.596079], [-9.460153, -4.165786, -13.493415], [-7.054903, -3.775058, -13.299100], [-11.065499, -9.460424, -13.107339], [-11.783422, -11.343731, -11.636293], [-12.903355, -10.853272, -9.376466], [-13.557473, -8.490838, -8.880983], [-14.019924, -6.363597, -8.630381], [-14.255786, -3.894082, -8.400812], [-13.019360, -2.399995, -9.970084], [-11.595179, -3.404136, -11.791221]], "atomic_forces_ev_per_a": [[-0.175, 1.097, 0.636], [1.111, -1.947, 0.891], [0.225, 1.285, -1.347], [-0.419, 0.166, 0.742], [0.180, -0.275, -0.118], [0.598, 1.170, 1.099], [0.766, -0.865, -1.295], [-0.193, 0.411, -0.880], [-1.324, -0.797, -0.434], [-1.152, -0.193, 1.174], [0.270, 1.159, 1.019], [1.021, -1.432, -1.294], [1.715, 0.221, 0.148], [-0.785, -1.369, 1.272], [-0.915, -0.621, -1.408], [-0.935, 1.936, 0.073], [-0.327, -1.031, -1.805], [-0.281, 0.636, 0.099], [-0.548, -0.177, -0.336], [-0.161, -0.458, -0.658], [1.820, -0.577, 0.323], [-1.008, 0.764, 0.428], [-0.265, 0.454, 0.006], [1.765, -1.055, -1.978], [-1.695, -0.005, 2.792], [0.438, -0.033, -1.503], [0.139, -0.435, 1.822], [-0.946, 0.537, -0.523], [-0.445, -0.042, 1.200], [0.544, 0.384, -0.731], [0.612, -0.106, 0.403], [0.184, 0.427, 0.877], [-0.521, 0.789, 0.449], [-0.344, -0.029, -0.485], [0.238, -0.427, -0.285], [0.122, 0.381, 0.724], [0.189, 0.497, 0.519], [0.648, -0.172, -0.108], [0.247, 0.199, -0.739], [-0.040, -0.491, -0.436], [0.010, -0.061, -0.088], [0.379, 0.243, 0.333], [1.727, -0.248, 0.052], [-1.432, -0.605, 0.403], [0.049, 0.015, 0.060], [0.394, -1.082, 0.099], [-0.645, 0.942, -0.067], [-0.214, 0.598, 1.392], [0.927, -0.831, -0.881], [-0.537, 0.415, 0.491], [0.320, 0.636, -0.241], [0.608, -0.744, -0.691], [-0.144, 0.735, 0.702], [-0.534, -0.551, 0.233], [-0.562, 1.216, 0.365], [0.655, -0.615, -0.185], [0.251, 0.062, -0.170], [-0.443, 0.177, 0.316], [-0.098, -1.197, -0.478], [-0.118, 0.112, 0.321], [-1.192, -0.386, -0.081], [-0.424, 0.369, -0.154], [0.498, 0.724, -0.615], [-0.197, 0.472, -0.213], [-0.033, -0.862, 0.062], [-0.231, -0.365, 0.434], [-0.135, -0.070, 0.376], [-0.119, 0.596, -0.648], [0.440, -0.188, -0.649], [0.034, 0.343, -0.365], [0.294, -0.158, -0.427], [0.176, -0.192, 0.039], [-0.058, 0.524, -0.060]]}

Values for molar mass, g mol⁻¹, ordered as above
712.655; 787.918